This record from the OMol25 dataset describes a structure of composition C4H14N3 at a distorted geometry. The level of theory is the ωB97M-V functional and the def2-TZVPD basis.

For the frontier orbital gap, the calculation gives 9.9 eV. As for the charge: +1. The value obtained for the maximum force is 0.117 Eh/bohr. The HOMO energy comes out at -0.474 hartree.

Each line ends with the Löwdin charge.
Element x y z (Å)
C: -0.528432 -0.701282 -1.402192  0.004
C: 0.256998 2.161307 -0.855924  0.049
C: 0.366785 -1.435208 0.973954  -0.116
C: -0.689029 -0.133149 0.067265  -0.404
N: 1.747670 -0.986105 0.990600  -0.016
N: -2.052403 0.033563 0.422207  0.124
N: 0.268741 1.012769 0.157399  0.018
H: -0.370732 0.087425 -2.002813  0.016
H: 0.334581 -1.438549 -1.526723  0.120
H: -1.399903 -1.181354 -1.640628  0.058
H: -0.659905 2.472716 -1.123403  0.051
H: 0.843017 2.988690 -0.265259  0.150
H: 0.758389 1.761391 -1.769985  0.113
H: 0.229672 -2.299950 0.332383  0.087
H: -0.076027 -1.659553 1.962752  0.105
H: 2.504231 -1.637009 0.772552  0.113
H: 1.926905 -0.665184 1.922781  0.084
H: -2.091971 0.482836 1.336437  0.105
H: -2.637572 -0.726285 0.246376  0.082
H: 1.183430 0.575564 0.300577  0.106
H: 0.085556 1.287366 1.101645  0.154

Force components x, y, z for each atom (eV/Å):
2.04 -1.67 3.62
4.99 -0.73 2.16
-1.68 1.15 -0.78
2.97 -4.88 -1.84
-0.33 0.18 0.38
2.96 3.12 0.86
-2.64 0.64 0.17
0.29 2.52 -2.58
-1.10 1.18 0.29
-2.17 -1.26 -0.87
-3.44 0.90 -0.40
-1.00 -1.38 -1.79
0.00 0.74 0.95
-0.03 0.03 0.11
0.30 0.38 -0.37
-0.71 -0.03 -0.24
0.49 0.22 0.46
-0.91 -0.62 -0.16
-0.91 -1.27 -0.07
0.98 -0.69 -0.66
-0.11 1.48 0.77